Entry 1:
A cluster of 2 separate species, C10H12NO in total in a non-equilibrium geometry, computed with ωB97M-V with the def2-TZVPD basis set.

XYZ file:
```
24
Properties=species:S:1:pos:R:3:nbo_charge:R:1
C 2.88 0.20 0.45 -0.18
C 2.24 1.40 0.19 -0.18
C 2.15 -0.96 0.49 -0.15
C 1.03 1.51 -0.42 -0.20
C 0.83 -0.90 0.14 -0.12
C 0.37 0.29 -0.47 0.14
C -0.18 -1.93 -0.18 -0.09
C -1.24 -1.32 -0.79 -0.05
C -1.79 0.90 -1.74 -0.41
C -1.44 -0.15 1.82 -0.30
N -0.99 0.03 -0.87 -0.04
O -1.69 0.64 0.73 -0.36
H 3.92 0.28 1.00 0.25
H 3.04 2.20 0.20 0.25
H 2.60 -1.86 0.91 0.24
H 0.67 2.47 -0.81 0.25
H -0.17 -2.99 -0.07 0.27
H -2.16 -1.60 -1.09 0.24
H -1.50 1.95 -1.65 0.26
H -1.58 0.49 -2.80 0.25
H -2.82 0.50 -1.48 0.26
H -0.86 0.24 2.64 0.21
H -0.87 -1.04 1.45 0.23
H -2.44 -0.34 2.36 0.23
```

**Spin multiplicity**: 1
**Energy**: -14090.5650 eV
**Relative energy (zero: lowest compared OMol25 entry of this formula, charge and spin)**: 104.5 kcal per mole
**Frontier orbital gap (spin up / spin down)**: 7.27 / 7.27 eV
**Total charge**: +1


Entry 2:
The ion C10H12NO with charge +1 in a non-equilibrium geometry, computed with ωB97M-V with the def2-TZVPD basis set.

XYZ file:
```
24
Properties=species:S:1:pos:R:3:nbo_charge:R:1
C 3.03 -0.38 0.59 -0.44
N 1.78 -0.35 -0.16 0.05
C 1.41 0.95 -0.84 -0.20
C 0.33 1.58 0.00 -0.45
C -0.92 0.79 0.04 0.00
C -2.28 1.17 -0.13 -0.18
C -3.38 0.27 -0.15 -0.16
C -3.10 -1.10 0.02 -0.19
C -1.82 -1.54 0.12 -0.18
C -0.74 -0.63 0.13 -0.09
C 0.70 -1.14 0.28 0.25
O 1.40 -1.51 -0.87 -0.27
H 2.87 -1.01 1.37 0.22
H 3.94 -0.63 -0.04 0.27
H 3.38 0.55 1.03 0.26
H 1.28 0.60 -1.87 0.26
H 2.32 1.55 -0.81 0.23
H 0.21 2.57 -0.38 0.26
H 0.74 1.58 0.97 0.23
H -2.39 2.17 -0.24 0.22
H -4.34 0.62 -0.49 0.24
H -3.90 -1.88 0.01 0.24
H -1.49 -2.53 0.34 0.22
H 0.99 -1.72 1.07 0.20
```

**SMILES string**: C[N@+]12CCc3ccccc3[C@H]1O2
**Spin multiplicity**: 1
**Energy**: -14092.1727 eV
**Relative energy (zero: lowest compared OMol25 entry of this formula, charge and spin)**: 67.4 kcal per mole
**Frontier orbital gap**: 10.20 eV
**Total charge**: +1


Entry 3:
The molecule C10H12NO4P in a non-equilibrium geometry, computed with ωB97M-V with the def2-TZVPD basis set.

XYZ file:
```
28
Properties=species:S:1:pos:R:3:nbo_charge:R:1
C -0.92 -2.00 1.57 -1.02
P -0.64 -0.34 0.90 2.32
O -0.20 0.70 1.83 -1.08
O 0.31 -0.55 -0.39 -0.79
C 1.66 -0.24 -0.39 0.27
C 2.09 1.06 -0.16 -0.20
C 3.45 1.34 -0.22 -0.21
C 4.36 0.34 -0.51 -0.22
C 3.91 -0.95 -0.74 -0.20
C 2.56 -1.24 -0.68 -0.25
N -2.09 0.12 0.14 -0.81
C -2.55 1.49 0.12 -0.23
C -3.85 1.37 -0.69 -0.08
O -3.87 0.04 -1.18 -0.48
C -2.85 -0.67 -0.67 0.90
O -2.67 -1.83 -0.90 -0.61
H 0.02 -2.35 1.99 0.25
H -1.26 -2.68 0.79 0.28
H -1.66 -1.94 2.36 0.25
H 1.37 1.83 0.07 0.23
H 3.79 2.35 -0.04 0.22
H 5.41 0.57 -0.56 0.21
H 4.62 -1.73 -0.97 0.22
H 2.20 -2.24 -0.85 0.23
H -1.82 2.14 -0.36 0.20
H -2.71 1.85 1.14 0.22
H -4.74 1.52 -0.07 0.19
H -3.89 2.05 -1.54 0.20
```

**SMILES string**: C[P@@](=O)(Oc1ccccc1)N1CCOC1=O
**Spin multiplicity**: 1
**Energy**: -29536.3159 eV
**Frontier orbital gap**: 9.94 eV


Entry 4:
A structure of composition C10H12NO6PTl, computed with ωB97M-V with the def2-TZVPD basis set.

XYZ file:
```
31
Properties=species:S:1:pos:R:3:nbo_charge:R:1
Tl -0.68 -2.22 -2.47 0.92
O -0.76 -0.04 4.18 -0.61
C -0.79 -0.65 3.02 0.45
C -1.93 -0.90 2.21 -0.45
C -1.59 -1.54 1.06 0.26
N -0.73 -2.11 0.24 -0.48
C 0.10 -1.73 1.21 0.25
C 0.38 -1.16 2.40 -0.43
C 2.55 -2.90 -0.35 1.05
O 3.20 -2.86 0.60 -0.48
O 1.91 -2.93 -1.33 -0.56
C -4.03 -1.50 -0.67 1.05
O -4.66 -1.11 0.22 -0.48
O -3.40 -1.88 -1.58 -0.56
H -1.64 0.22 4.49 0.51
H -2.94 -0.62 2.46 0.26
H 1.36 -1.10 2.84 0.26
C 0.85 2.46 -2.86 -1.01
P 0.66 1.34 -1.45 1.95
C 2.34 0.89 -0.93 -1.01
C -0.06 2.31 -0.10 -1.01
O -0.17 0.14 -1.78 -1.20
H 1.56 3.26 -2.63 0.26
H -0.12 2.89 -3.09 0.26
H 1.20 1.89 -3.72 0.26
H 2.95 1.77 -0.74 0.26
H 2.80 0.30 -1.73 0.25
H 2.28 0.28 -0.03 0.25
H 0.63 3.09 0.22 0.26
H -0.28 1.64 0.73 0.25
H -0.98 2.76 -0.45 0.26
```

**Spin multiplicity**: 1
**Energy**: -38315.9384 eV
**Relative energy (zero: lowest compared OMol25 entry of this formula, charge and spin)**: 2.0 kcal per mole
**Frontier orbital gap**: 9.32 eV
**Total charge**: +1